# 1
{
  "formula": "C3H4I2",
  "method": "wB97M-V/def2-TZVPD",
  "species": ["C", "C", "C", "I", "I", "H", "H", "H", "H"],
  "xyz": [[1.2923, -0.4192, 0.7012], [1.2667, -0.7599, -0.5632], [-2.4426, 1.0788, -0.9457], [-2.5424, -0.6109, 0.2784], [-2.6271, 2.8809, 0.1197], [0.9839, -0.9491, 1.6442], [1.3056, 0.5870, 1.0618], [1.4921, -0.0550, -1.4009], [1.2713, -1.7526, -0.8955]],
  "forces_ev_per_a": [[-1.5, 0.4, 2.4], [1.3, 1.1, -1.1], [0.0, 0.0, 0.2], [-0.1, 0.4, -0.1], [0.0, -0.4, -0.1], [0.7, -0.8, -1.5], [0.5, 1.0, -0.6], [-0.3, -0.3, 1.0], [-0.5, -1.5, -0.2]],
  "gap_ev": 7.32,
  "lumo_ha": -0.05740,
  "e_above_lowest_ev": 3.684
}


# 2
{
  "formula": "C9H15N4O2",
  "method": "wB97M-V/def2-TZVPD",
  "species": ["C", "C", "C", "C", "C", "C", "C", "C", "C", "N", "N", "N", "N", "O", "O", "H", "H", "H", "H", "H", "H", "H", "H", "H", "H", "H", "H", "H", "H", "H"],
  "xyz": [[-1.2458, 0.2590, -0.9707], [-1.1152, 1.4458, -0.1932], [-0.3123, -0.6762, -1.2061], [1.0509, 0.3710, 2.4269], [-0.1509, 1.7271, 0.7996], [0.9984, -0.8465, -1.2926], [-2.2077, -2.0208, -2.1419], [3.0487, -0.8028, 1.4889], [-0.9952, -2.0709, -1.2827], [0.7607, 0.8320, 1.2627], [-0.1391, 2.8754, 1.4522], [2.1411, -0.3594, 2.5874], [-1.8482, 2.5735, -0.7378], [-2.2601, 2.4105, -1.8674], [-1.8999, 3.6861, -0.2414], [-2.2940, 0.1618, -1.3697], [1.2019, -1.8901, -1.3172], [0.3618, 0.5878, 3.2122], [-3.0616, -1.6140, -1.7415], [-2.4426, -3.0503, -2.4766], [-1.9971, -1.5803, -3.1969], [3.7245, -0.0142, 1.1655], [3.6683, -1.5689, 1.9779], [2.3596, -1.1340, 0.5582], [-0.3348, -2.7468, -1.8393], [-1.2240, -2.6511, -0.3602], [1.7679, -0.0120, -1.5867], [-0.3596, 3.7186, 1.0182], [0.4672, 3.0265, 2.3479], [2.3370, -0.6369, 3.5241]],
  "forces_ev_per_a": [[-2.5, 5.5, 1.4], [0.4, -1.5, -1.8], [0.1, -4.9, 1.1], [-0.1, 0.6, -1.8], [1.8, -0.8, 3.1], [1.9, 3.2, -1.4], [1.1, -1.7, -4.0], [-1.8, -0.3, -0.4], [0.0, -1.2, -0.6], [-0.8, -0.3, -1.9], [2.2, 0.4, 3.0], [0.2, 0.0, -0.2], [-0.4, 1.2, -1.5], [-0.6, -0.8, -0.4], [0.2, -0.4, 1.2], [1.5, 0.0, 0.0], [1.4, -0.3, -0.2], [-0.1, -0.3, 1.2], [-2.0, 1.0, 0.9], [-0.2, 0.3, 0.6], [-0.2, -0.1, 1.9], [-0.2, 0.2, -0.1], [-0.4, -0.1, -0.8], [1.8, 0.5, 2.4], [0.1, 0.2, 0.3], [0.2, 1.1, 0.0], [-1.5, -1.8, 1.0], [-1.2, 1.4, -0.8], [-1.3, -0.8, -2.6], [0.2, -0.4, 0.4]],
  "gap_ev": [7.47, 7.47],
  "lumo_ha": [-0.20170, -0.20165],
  "total_charge": 1,
  "e_above_lowest_ev": 7.406
}


# 3
{
  "formula": "C5H4N2O",
  "method": "wB97M-V/def2-TZVPD",
  "species": ["C", "C", "C", "C", "C", "N", "N", "O", "H", "H", "H", "H"],
  "xyz": [[-2.3979, 0.3093, -1.1559], [-1.3995, -0.0696, -0.6000], [-0.2440, -1.6666, 1.0437], [1.7728, 1.0453, -0.0088], [-0.0579, -0.5988, 0.1688], [-0.4501, -2.6301, 1.6062], [0.7577, 0.5437, 0.7373], [1.8689, 0.6906, -1.1669], [-3.1371, 0.6785, -1.8779], [2.4760, 1.8745, 0.2988], [0.4579, -0.9875, -0.7224], [0.3532, 0.8109, 1.6771]],
  "forces_ev_per_a": [[0.1, 0.3, -1.0], [1.6, -1.0, 1.9], [-0.7, -0.5, 0.4], [2.0, 3.8, 6.8], [-0.4, 4.5, -3.5], [-0.2, -1.3, 1.1], [-4.2, -3.0, 2.4], [0.5, -2.0, -7.6], [0.6, -0.4, 1.0], [-1.0, -0.9, -0.1], [0.4, 0.0, 0.4], [1.4, 0.4, -2.0]],
  "multiplicity": 3,
  "gap_ev": [6.20, 7.50],
  "lumo_ha": [0.02547, -0.11330],
  "e_above_lowest_ev": 2.532
}


# 4
{
  "formula": "CH6NS",
  "method": "wB97M-V/def2-TZVPD",
  "species": ["C", "N", "S", "H", "H", "H", "H", "H", "H"],
  "xyz": [[1.5098, 1.3249, -0.7252], [1.1686, 0.2430, -0.1648], [-2.5530, -0.7115, 0.3670], [2.3641, 1.3396, -1.3392], [0.8874, 2.2195, -0.6687], [0.2611, 0.2981, 0.3103], [-2.1604, -0.4921, -0.9093], [1.7342, -0.5598, -0.2889], [-3.7949, -1.1321, 0.0632]],
  "forces_ev_per_a": [[-0.7, 0.5, -0.3], [-1.3, 2.0, 0.0], [0.2, 0.1, -0.1], [1.2, 0.1, -0.5], [0.1, -0.3, 0.2], [0.4, -1.0, 0.3], [-0.4, -0.2, 0.2], [0.3, -1.3, 0.3], [0.2, 0.1, -0.1]],
  "gap_ev": 7.24,
  "lumo_ha": -0.22153,
  "total_charge": 1,
  "e_above_lowest_ev": 0.620
}


# 5
{
  "formula": "C4H14N2O",
  "method": "wB97M-V/def2-TZVPD",
  "species": ["N", "C", "C", "N", "C", "C", "H", "H", "H", "H", "H", "H", "H", "H", "H", "H", "H", "H", "H", "H", "O"],
  "xyz": [[1.1652, 2.0353, -0.5905], [1.8467, 0.7958, -0.2713], [1.0160, -0.4768, -0.5279], [-0.2126, -0.5168, 0.2443], [-1.1534, -1.5108, -0.1781], [0.0018, -0.5916, 1.6711], [0.3494, 2.2040, -0.0193], [0.8562, 2.0585, -1.5536], [2.6661, 0.7172, -0.9833], [2.1648, 0.8250, 0.7600], [0.7396, -0.4873, -1.5751], [1.6576, -1.3280, -0.2622], [-1.0905, -2.5058, 0.2877], [-1.2192, -1.7312, -1.2414], [-2.1805, -1.2560, 0.1168], [0.4648, 0.3287, 2.0409], [-0.9509, -0.6935, 2.2047], [0.6540, -1.4389, 1.9241], [-2.7334, 1.6597, -0.2582], [-1.7387, 0.5948, -0.7331], [-2.3031, 1.3175, -1.0554]],
  "forces_ev_per_a": [[0.1, 0.4, 0.1], [-1.1, -0.2, -1.0], [0.2, 0.3, 0.8], [-0.3, 0.3, -0.3], [-1.5, -1.3, 0.2], [0.0, 0.4, 0.3], [-0.1, -0.2, 0.0], [0.0, -0.1, 0.0], [0.5, 0.0, 0.4], [0.5, 0.0, 0.2], [0.1, -0.2, -0.3], [0.1, -0.3, -0.3], [0.8, -0.1, 0.2], [0.5, 0.5, -0.2], [0.1, 0.4, -0.1], [0.0, -0.2, 0.0], [0.2, -0.1, -0.2], [0.0, -0.1, 0.2], [0.2, -0.1, -0.3], [0.1, 0.4, 0.1], [-0.2, 0.0, 0.2]],
  "gap_ev": 9.68,
  "lumo_ha": 0.03089,
  "e_above_lowest_ev": 1.434
}